Version one
{
  "formula": "C10H16O",
  "method": "ωB97M-V/def2-TZVPD",
  "symbols": ["C", "C", "C", "C", "C", "C", "O", "C", "C", "H", "H", "H", "H", "H", "H", "H", "H", "H", "H", "C", "C", "H", "H", "H", "H", "H", "H"],
  "coordinates": [[0.8253, -1.7749, -0.2385], [0.5638, -0.9481, 1.0780], [-0.8103, -0.3338, 1.1011], [-1.0915, 0.6621, 0.2087], [-2.4177, 1.2797, 0.2024], [-3.2319, 0.8032, 1.2222], [-4.5290, 1.3254, 1.3299], [-2.8853, -0.1427, 2.2824], [-1.6732, -0.7912, 2.0829], [1.8778, -1.7245, -0.3629], [0.1886, -1.4047, -1.0176], [0.5226, -2.8893, -0.1347], [0.6849, -1.6274, 1.9557], [1.4427, -0.1314, 1.0779], [-0.3125, 0.9363, -0.4739], [-2.6907, 2.0661, -0.4502], [-4.9106, 1.4337, 0.3781], [-3.6222, -0.1565, 3.0378], [-1.4897, -1.7317, 2.6587], [2.5546, 0.4318, -2.6120], [3.2929, 0.8464, -1.3828], [3.2243, -0.1271, -3.2876], [1.5813, -0.1633, -2.2546], [2.1553, 1.3887, -3.1001], [3.7458, -0.0727, -1.0275], [4.3403, 1.4611, -1.5589], [2.6644, 1.3850, -0.7144]],
  "mulliken_charge": [-1.05, -0.50, 0.43, -0.07, -0.90, 0.68, -0.57, -0.77, -0.43, 0.29, 0.31, 0.30, 0.34, 0.17, 0.35, 0.40, 0.33, 0.43, 0.24, -0.59, -0.79, 0.34, 0.05, 0.24, 0.24, 0.28, 0.24],
  "molar_mass_g_mol": 152.2,
  "smiles": "CCc1ccc(O)cc1.CC"
}

Version two
{
  "formula": "C10H16O",
  "method": "ωB97M-V/def2-TZVPD",
  "symbols": ["C", "C", "C", "C", "C", "C", "O", "C", "C", "H", "H", "H", "H", "H", "H", "H", "H", "H", "H", "C", "C", "H", "H", "H", "H", "H", "H"],
  "coordinates": [[-0.6173, -1.0490, 1.8113], [0.0794, 0.1254, 0.9762], [0.9412, -0.5669, -0.0327], [0.2903, -1.0016, -1.2280], [0.9605, -2.0190, -1.8584], [2.2835, -2.4542, -1.5424], [2.8455, -3.4136, -2.3635], [2.9741, -1.7557, -0.4962], [2.2415, -0.9296, 0.3497], [-0.0956, -2.0392, 1.7627], [-1.5912, -1.2893, 1.3733], [-0.9355, -0.7301, 2.8253], [-0.6739, 0.8010, 0.5880], [0.7420, 0.6800, 1.7950], [-0.7074, -0.5264, -1.6531], [0.3945, -2.5436, -2.7537], [2.1701, -3.8599, -3.0683], [4.0784, -1.9477, -0.3459], [2.5936, -0.4137, 1.2211], [-2.7674, 3.1950, 1.0007], [-1.6709, 3.1244, -0.1537], [-3.7308, 3.4272, 0.4976], [-2.7890, 2.0901, 1.3636], [-2.7507, 4.0648, 1.5611], [-0.6447, 2.9028, 0.0051], [-1.6877, 3.9671, -0.9096], [-1.9326, 2.1618, -0.7252]],
  "mulliken_charge": [-1.17, 0.19, 0.64, -0.64, -0.18, 0.79, -0.59, -0.47, -0.62, 0.32, 0.38, 0.32, -0.56, 0.31, 0.20, 0.02, 0.34, 0.31, 0.36, -0.72, -0.86, 0.25, 0.17, 0.35, 0.33, 0.33, 0.20],
  "molar_mass_g_mol": 152.2,
  "smiles": "CCc1ccc(O)cc1.CC"
}

Stability, highest: version one